1.
{"formula": "C4H39NO15", "method": "wB97M-V/def2-TZVPD", "symbols": ["C", "N", "C", "C", "C", "H", "H", "H", "H", "H", "H", "H", "H", "H", "H", "H", "O", "H", "H", "O", "H", "H", "O", "H", "H", "O", "H", "H", "O", "H", "H", "O", "H", "H", "O", "H", "H", "O", "H", "H", "O", "H", "H", "O", "H", "H", "O", "H", "H", "O", "H", "H", "O", "H", "H", "O", "H", "H", "O"], "positions_angstrom": [[1.6047, -0.3213, 1.1330], [0.2279, -0.3793, 0.5604], [-0.5039, 0.8887, 0.8036], [-2.7763, 1.5484, 1.4818], [-1.9810, 0.6784, 0.8553], [2.2067, 0.4629, 0.6023], [2.1385, -1.2883, 0.8907], [1.6516, -0.2298, 2.2645], [-0.2710, -1.1621, 0.9527], [-0.1218, 1.4173, 1.7653], [-0.3185, 1.6347, -0.0379], [-3.9023, 1.4327, 1.5311], [-2.4458, 2.4751, 1.9575], [-2.4052, -0.1315, 0.3601], [0.0308, 5.0052, 2.6273], [0.5420, 3.9033, 1.8274], [-0.0807, 4.1065, 2.5320], [-0.2182, 1.7204, -1.9097], [-1.5518, 2.0363, -2.5586], [-0.9308, 1.3627, -2.4225], [-0.4656, -2.6323, -3.0753], [-0.5216, -1.6048, -4.1886], [-1.0752, -2.3161, -3.7779], [0.6580, -0.9818, -2.7940], [0.5082, -1.0576, -1.2484], [0.8611, -1.5443, -1.9860], [2.7700, 3.2361, 1.2463], [1.7793, 2.3747, 1.9475], [1.9124, 2.9563, 1.1179], [1.2910, 0.2518, -4.0466], [-0.0969, 0.5473, -3.8066], [0.4250, -0.1017, -4.1999], [0.7189, 2.7395, 3.6161], [0.7356, 1.2282, 3.6034], [1.3123, 1.9856, 3.4431], [-2.0699, -1.3962, -2.6622], [-1.8209, -0.0786, -1.8980], [-2.3781, -0.8604, -1.9362], [1.4908, 2.5463, -0.4857], [1.6680, 3.1947, -1.8387], [1.3486, 2.4095, -1.4241], [2.8221, -3.4922, -0.5894], [1.6645, -3.0342, -1.4518], [1.9727, -3.7414, -0.9244], [-0.6591, -0.7797, 3.3406], [-1.2812, 0.2573, 4.3146], [-0.4275, -0.0185, 3.8738], [-3.0484, -3.1533, -0.0153], [-2.2465, -1.9602, -0.6511], [-2.2322, -2.6024, 0.0815], [2.2400, 1.1525, -2.1757], [2.3850, -0.4633, -2.2989], [2.5939, 0.3969, -2.7289], [-1.7885, -2.1788, 1.8233], [-0.6404, -2.9221, 2.4193], [-1.2645, -2.1775, 2.5744], [-0.7765, -3.6164, 0.4084], [0.7390, -3.8807, 0.2647], [0.0015, -3.8423, 0.9123]], "forces_ev_per_angstrom": [[0.5119, -1.1605, -0.2901], [1.0218, 1.2570, -0.0244], [0.9629, 1.0301, 0.3111], [-1.6150, -0.0172, -0.0172], [0.0655, 2.1757, 1.5285], [-0.6589, -0.4937, 0.7350], [-0.6840, 0.8666, 0.2232], [-0.1375, 0.2175, -1.3747], [-0.0353, -0.0796, 0.3463], [-0.9227, -1.0025, -1.6375], [-0.0018, -1.0764, 1.0981], [1.4753, -0.1099, -0.2887], [0.3539, -0.4018, -0.0379], [-0.5555, -1.3640, -0.7152], [0.0542, 3.2557, 0.6590], [0.2817, -0.4169, -0.3468], [-0.7020, -2.4053, -0.1902], [1.0460, 0.6800, 0.5861], [-1.4504, 1.5478, -0.2482], [0.2496, -1.7344, -0.5039], [-0.5621, 0.0757, -0.4906], [-0.6749, -0.7282, 0.0858], [0.8529, 0.0295, -0.0427], [0.1619, -0.7321, 0.7958], [-0.5495, 0.6316, 1.5851], [0.4011, -0.1843, -1.7762], [3.1168, 1.2482, 0.1371], [-0.3836, 0.2945, -0.4061], [-2.4346, -1.4341, 0.2664], [1.7322, 0.1671, 0.0527], [-2.1453, 1.9196, 1.1167], [0.5187, -1.8689, -1.7684], [0.2905, 0.0371, -0.1324], [-0.3011, -0.8595, 0.1885], [0.3213, 0.7619, 0.2378], [0.5102, -0.5560, -1.0908], [0.2056, 0.2429, -0.1689], [-1.0569, 0.1070, 1.3115], [0.3045, 0.0994, 1.2857], [0.3024, 0.9264, -0.5924], [-0.4273, -0.5709, -0.6742], [0.7214, 0.1929, 0.2252], [-0.6161, 1.6684, -1.1443], [0.2317, -2.0024, 0.8064], [-0.4444, -0.9989, -0.5831], [1.4889, -0.5384, -0.8140], [-1.0966, 1.5624, 1.6355], [1.0267, 0.7888, 0.0567], [-0.1521, 0.4414, -0.6149], [-1.3803, -1.2506, 0.2231], [0.4159, -1.3852, -0.3967], [0.0432, 0.9416, -0.0122], [0.2191, 0.5295, 0.3414], [-1.9102, -0.0350, -2.5235], [-0.2800, 0.4287, -0.0782], [2.0696, -0.4206, 2.9277], [-0.5505, 0.2030, -0.4249], [-0.1894, -0.0616, 0.3210], [0.9603, -0.4391, 0.3220]], "relative_energy_kcal_mol": 35.3, "lumo_ev": -0.19, "homo_lumo_gap_ev": 8.986, "max_force_ev_per_a": 3.61, "homo_ev": -9.2, "e_tot_ev": -36984.92554}

2.
{"formula": "H3NO2S2", "method": "wB97M-V/def2-TZVPD", "symbols": ["N", "O", "O", "S", "S", "H", "H", "H"], "positions_angstrom": [[-1.7146, 0.2248, 0.4186], [-0.0952, -1.5032, -0.8209], [0.8418, 0.3817, 0.2615], [2.3918, 0.4250, -0.0900], [-0.2950, -0.8760, 0.4692], [-1.9777, 0.5203, 1.3533], [-1.5750, 1.0516, -0.1785], [2.4240, -0.2241, -1.4133]], "forces_ev_per_angstrom": [[1.8250, -1.0994, -0.3985], [-0.9404, -0.4855, 0.3471], [-2.4865, 1.1991, 1.0956], [1.7440, -1.6490, -2.1794], [-0.2636, 1.7746, -1.1765], [0.2064, -0.1524, 0.0667], [0.1532, -0.5988, 0.2057], [-0.2382, 1.0114, 2.0392]], "relative_energy_kcal_mol": 10.2, "lumo_ev": 0.51, "homo_lumo_gap_ev": 9.454, "max_force_ev_per_a": 3.24, "homo_ev": -8.9, "e_tot_ev": -27302.00401}

3.
{"formula": "C4H4N2O", "method": "wB97M-V/def2-TZVPD", "symbols": ["O", "C", "C", "C", "N", "C", "N", "H", "H", "H", "H"], "positions_angstrom": [[2.3149, -1.3819, 0.0537], [1.2498, -0.8247, -0.1050], [1.1004, 0.6434, -0.0314], [-0.1181, 1.1788, 0.1244], [-1.2323, 0.3543, 0.0807], [-1.0566, -0.9744, -0.2265], [0.0691, -1.5667, -0.3730], [1.9982, 1.2544, -0.0185], [-0.3040, 2.2454, 0.2372], [-2.0445, 0.5741, 0.6365], [-1.9856, -1.5270, -0.3848]], "forces_ev_per_angstrom": [[-0.3106, 0.1478, -0.0980], [0.1806, 0.0085, -0.0331], [0.0185, -0.0285, 0.0474], [0.0212, -0.0861, 0.0339], [0.1799, -0.2300, 0.2137], [0.1123, -0.0547, 0.0485], [-0.0578, 0.2947, -0.0087], [-0.1996, -0.1282, -0.0615], [0.0118, -0.2824, 0.1089], [-0.1329, 0.3080, -0.3965], [0.1766, 0.0509, 0.1454]], "relative_energy_kcal_mol": 7.5, "lumo_ev": 0.43, "homo_lumo_gap_ev": 9.864, "max_force_ev_per_a": 0.52, "homo_ev": -9.4, "smiles": "O=c1cc[nH]cn1", "e_tot_ev": -9240.16342}

4.
{"formula": "C40H48N4O4V", "method": "wB97M-V/def2-TZVPD", "symbols": ["V", "O", "C", "N", "C", "O", "C", "C", "C", "C", "C", "N", "C", "C", "C", "C", "C", "N", "H", "H", "H", "H", "H", "H", "H", "H", "C", "C", "C", "C", "C", "C", "C", "N", "C", "C", "C", "C", "C", "C", "O", "C", "C", "C", "C", "C", "C", "C", "C", "C", "O", "C", "C", "C", "C", "C", "C", "H", "H", "H", "H", "H", "H", "H", "H", "H", "H", "H", "H", "H", "H", "H", "H", "H", "H", "H", "H", "H", "H", "H", "H", "H", "H", "H", "H", "H", "H", "H", "H", "H", "H", "H", "H", "H", "H", "H", "H"], "positions_angstrom": [[-0.6635, 1.9798, 0.3336], [-3.0948, 5.1365, -0.0006], [-2.1902, 4.3567, -0.0629], [-1.7400, 3.4526, 0.9150], [-2.3783, 3.3571, 2.1605], [-3.1866, 4.0971, 2.6422], [-1.8689, 2.1493, 2.9168], [-2.2525, 1.8893, 4.2109], [-1.7078, 0.7840, 4.8485], [-0.7980, -0.0135, 4.1689], [-0.4689, 0.3068, 2.8672], [-1.0008, 1.3695, 2.2503], [-1.3231, 4.2301, -1.2936], [-1.1903, 5.2566, -2.1988], [-0.2849, 5.0982, -3.2352], [0.4338, 3.9142, -3.3340], [0.2388, 2.9296, -2.3876], [-0.6200, 3.0904, -1.3725], [-2.9597, 2.5547, 4.6869], [-1.9848, 0.5506, 5.8686], [-0.3455, -0.8758, 4.6382], [0.2305, -0.2898, 2.2965], [-1.7886, 6.1485, -2.0726], [-0.1327, 5.8923, -3.9550], [1.1463, 3.7545, -4.1308], [0.7740, 1.9906, -2.4311], [-1.1963, -5.0503, -1.1572], [-1.8557, -4.4772, 0.1068], [-3.1988, -5.1808, 0.3183], [-0.9636, -4.7705, 1.3226], [-2.0105, -2.9635, -0.0523], [-0.8931, -2.1817, -0.1937], [-1.0330, -0.7867, -0.2973], [-0.0799, 0.1789, -0.3203], [1.3048, 0.0323, -0.4607], [2.0238, -1.0266, -1.0024], [3.4116, -0.9599, -1.0074], [4.0187, 0.1824, -0.4856], [3.3381, 1.2865, 0.0249], [1.9569, 1.1823, 0.0151], [1.0450, 2.1063, 0.4650], [4.1434, 2.5035, 0.4984], [5.1271, 2.0567, 1.5902], [3.2756, 3.6286, 1.0685], [4.9242, 3.0664, -0.6992], [4.2835, -2.0780, -1.5813], [5.0339, -1.5449, -2.8114], [5.2958, -2.5355, -0.5194], [3.4493, -3.2879, -2.0023], [-2.3314, -0.1776, -0.2070], [-2.3103, 1.1340, -0.1566], [-3.4878, -0.9728, -0.1052], [-3.2845, -2.3339, -0.0392], [-4.8727, -0.3256, -0.0275], [-5.9945, -1.3676, 0.0233], [-5.0927, 0.5592, -1.2631], [-4.9576, 0.5337, 1.2449], [-1.0898, -6.1333, -1.0639], [-0.2017, -4.6268, -1.3191], [-1.8020, -4.8411, -2.0420], [-3.0281, -6.2516, 0.4354], [-3.8684, -5.0470, -0.5347], [-3.7058, -4.8248, 1.2187], [-0.8692, -5.8495, 1.4604], [-1.3963, -4.3468, 2.2325], [0.0416, -4.3614, 1.1989], [0.0927, -2.6252, -0.1862], [1.4988, -1.8591, -1.4474], [5.1010, 0.2273, -0.4967], [4.6027, 1.5565, 2.4079], [5.6450, 2.9263, 1.9999], [5.8838, 1.3722, 1.2031], [2.7037, 3.3037, 1.9384], [2.5807, 4.0239, 0.3267], [3.9271, 4.4456, 1.3828], [5.6085, 2.3286, -1.1217], [5.5142, 3.9305, -0.3849], [4.2418, 3.3891, -1.4899], [5.6860, -0.7085, -2.5511], [4.3322, -1.2042, -3.5768], [5.6539, -2.3333, -3.2447], [5.9985, -1.7440, -0.2544], [5.8763, -3.3785, -0.8996], [4.7859, -2.8568, 0.3921], [2.7572, -3.0467, -2.8133], [2.8797, -3.6960, -1.1621], [4.1136, -4.0742, -2.3639], [-4.1533, -2.9643, 0.0518], [-5.9907, -2.0131, -0.8583], [-6.9553, -0.8519, 0.0517], [-5.9319, -1.9926, 0.9177], [-5.0377, -0.0359, -2.1775], [-4.3557, 1.3608, -1.3230], [-6.0839, 1.0155, -1.2144], [-4.7868, -0.0785, 2.1347], [-5.9514, 0.9793, 1.3240], [-4.2295, 1.3459, 1.2311]], "forces_ev_per_angstrom": [[-0.9843, -1.5151, -1.4518], [-0.0903, 0.1294, 0.0397], [0.2464, -0.2501, 0.2357], [-0.7271, 0.8402, 0.4883], [0.2987, 0.0172, -0.2583], [-0.1417, 0.0810, 0.0350], [0.1552, 0.0130, -0.2081], [-0.0745, -0.0465, 0.1515], [-0.0055, -0.0052, 0.0236], [-0.0412, -0.0087, 0.1180], [-0.0976, 0.0782, -0.1570], [-0.2025, -0.0140, 0.6995], [0.1012, -0.1225, 0.2899], [-0.1335, 0.0596, -0.2200], [0.0313, 0.0233, -0.0554], [-0.0048, 0.0697, -0.0654], [-0.2089, -0.0891, 0.0501], [0.0335, 0.8294, -0.6062], [0.0139, -0.0080, -0.0018], [0.0091, 0.0009, -0.0276], [-0.0099, 0.0139, -0.0077], [0.0118, 0.0114, -0.0254], [0.0241, -0.0089, 0.0158], [-0.0155, -0.0347, 0.0048], [-0.0136, 0.0014, 0.0006], [0.0377, -0.0279, 0.0535], [-0.0099, 0.0133, -0.0137], [-0.0160, -0.0194, -0.0130], [0.0013, 0.0296, -0.0245], [-0.0114, 0.0166, 0.0208], [-0.0318, 0.0288, -0.0009], [0.1731, -0.0739, -0.2103], [-0.2531, 0.2693, -0.0381], [-0.1462, 0.3634, 0.5276], [-0.2331, -0.1229, 0.2084], [-0.0156, -0.0917, -0.0509], [-0.0976, -0.1055, -0.0800], [0.0583, 0.0670, 0.0081], [0.2434, 0.3844, 0.0403], [-0.6951, -0.0312, 0.2118], [2.1481, -0.1529, 0.0182], [-0.0300, -0.0189, -0.0026], [0.0046, -0.0336, 0.0125], [0.0056, 0.0155, 0.0230], [0.0003, -0.0011, -0.0056], [-0.0048, 0.0173, 0.0041], [-0.0131, -0.0041, -0.0039], [-0.0369, -0.0066, 0.0138], [-0.0134, -0.0249, -0.0088], [0.7450, 0.1946, -0.0813], [0.3551, -0.7439, 0.3011], [-0.4510, -0.0675, -0.0733], [0.0466, 0.0867, -0.0312], [0.0492, 0.0018, 0.0198], [0.0990, 0.0076, 0.0128], [-0.0080, 0.0376, -0.0422], [0.0188, 0.0223, 0.0372], [0.0068, 0.0363, -0.0084], [-0.0438, -0.0213, 0.0054], [0.0254, -0.0151, 0.0306], [-0.0030, 0.0140, 0.0025], [0.0258, -0.0107, 0.0306], [0.0157, -0.0226, -0.0304], [0.0101, 0.0292, 0.0017], [0.0206, -0.0236, -0.0249], [-0.0376, -0.0160, 0.0067], [-0.0464, 0.0074, 0.0251], [0.0702, 0.0074, 0.0527], [-0.0463, 0.0152, 0.0000], [0.0191, 0.0378, -0.0147], [-0.0024, -0.0282, -0.0321], [-0.0271, 0.0038, 0.0234], [0.0074, 0.0126, -0.0197], [0.0120, -0.0037, 0.0216], [0.0080, -0.0172, -0.0065], [-0.0149, 0.0248, 0.0045], [-0.0254, -0.0396, -0.0091], [0.0276, -0.0023, 0.0257], [-0.0187, -0.0276, -0.0165], [0.0312, -0.0127, 0.0221], [-0.0171, 0.0352, 0.0280], [-0.0237, -0.0184, 0.0008], [-0.0079, 0.0392, 0.0034], [0.0231, -0.0025, -0.0305], [0.0161, -0.0057, 0.0358], [0.0236, 0.0036, -0.0378], [-0.0332, 0.0167, 0.0036], [-0.0395, -0.0238, 0.0307], [0.0037, 0.0123, 0.0233], [0.0258, -0.0063, -0.0033], [0.0033, 0.0089, -0.0340], [-0.0099, 0.0188, 0.0064], [-0.0588, -0.0530, -0.0023], [0.0339, -0.0196, -0.0085], [-0.0112, 0.0219, -0.0053], [0.0255, -0.0200, 0.0045], [-0.0617, -0.0507, -0.0061]], "lumo_ev": [-4.79, -4.73], "homo_lumo_gap_ev": [5.875, 6.000], "max_force_ev_per_a": 2.32, "charge": 1, "homo_ev": [-10.7, -10.7], "e_tot_ev": -82095.96532}

5.
{"formula": "C5H21NO6", "method": "wB97M-V/def2-TZVPD", "symbols": ["C", "C", "C", "C", "C", "N", "H", "H", "H", "H", "H", "H", "H", "H", "H", "O", "H", "H", "O", "H", "H", "O", "H", "H", "O", "H", "H", "O", "H", "H", "O", "H", "H"], "positions_angstrom": [[0.2347, -2.5705, 0.5082], [0.1684, -1.5204, 1.2819], [0.4404, -0.1517, 0.8968], [-0.4857, 0.8327, 0.8928], [-0.4370, 2.2941, 0.4343], [-1.7677, 0.5272, 1.3482], [0.0807, -3.6707, 0.8030], [0.5612, -2.5228, -0.5840], [-0.2000, -1.7654, 2.3003], [1.5207, 0.0727, 0.7799], [0.2400, 2.7765, 1.0807], [-1.4203, 2.7183, 0.6031], [-0.0615, 2.5180, -0.5681], [-2.5760, 0.9509, 0.8007], [-1.9642, -0.3262, 1.8321], [-1.9326, 0.1969, -2.3287], [-1.1093, -0.3533, -2.1677], [-1.7769, 0.0472, -3.2878], [0.9683, -1.1565, -2.2872], [1.3075, -0.8431, -1.4449], [1.6709, -1.6696, -2.7285], [1.6672, 1.6165, -2.3357], [0.8610, 2.0085, -2.6599], [1.5497, 0.6557, -2.2533], [1.1530, 0.4433, 3.8540], [0.8281, -0.4551, 3.7697], [0.3405, 0.8860, 3.4921], [-3.7316, 0.4962, -0.4558], [-3.8368, -0.3421, 0.0233], [-3.1694, 0.3629, -1.2550], [3.4852, -0.9131, -0.4254], [3.5905, -1.1383, 0.5017], [3.8013, -0.0049, -0.4209]], "forces_ev_per_angstrom": [[0.9172, -3.1667, -2.5960], [-1.1066, -0.4317, 1.6526], [1.6581, 1.5594, -0.3996], [-1.4351, -0.7009, -0.3870], [0.1510, -1.1300, -0.1545], [-0.7094, 1.7025, -0.5110], [-0.0052, 1.9920, 0.0638], [-0.5625, 0.1655, 1.6932], [0.2372, 0.4026, -0.2234], [-0.9080, 0.1468, -0.2408], [0.8498, 0.9012, 0.9513], [-0.0335, 0.1490, -0.1900], [-0.2330, -0.5560, 0.0749], [1.3771, -0.8809, 1.0753], [0.1606, -0.3751, -0.2330], [2.7850, -1.6110, -1.8088], [-0.9459, 0.7090, 1.3037], [-1.3040, 0.8214, 0.1682], [-0.0653, -0.1335, -0.9309], [0.3777, -0.4092, 0.6151], [-0.3296, 0.4085, 0.5159], [0.8631, -0.0499, 0.3555], [-0.4174, -0.1979, -0.1389], [-0.3961, 0.6365, -0.5189], [-1.5827, 0.6087, -0.4185], [0.4267, -0.5562, 0.1595], [1.2544, -0.0109, 0.4028], [-0.7555, 0.0367, -0.1159], [0.1485, 0.2916, -0.7155], [-0.3643, -0.3425, 0.6847], [0.0667, 0.2208, 0.0519], [-0.1424, -0.4443, 0.2015], [0.0236, 0.2446, -0.3871]], "relative_energy_kcal_mol": 53.6, "lumo_ev": 0.28, "homo_lumo_gap_ev": 8.125, "max_force_ev_per_a": 4.20, "homo_ev": -7.8, "smiles": "C=C/C=C(/C)N.O.O.O.O.O.O", "e_tot_ev": -19299.02857}